A molecular structure, C10H20Br10 in a non-equilibrium geometry, computed with ωB97M-V/def2-TZVPD.

Computed properties:
- DFT total energy (Ha) = -26132.816064
- energy relative to the best compared isomer or geometry (same formula, charge and spin) (kcal per mole) = 234.30
- E_HOMO (eV) = -9.160

Last column: Mulliken charge in e.
Positions of all 40 atoms, in Å:
H 3.168 2.953 -2.620  0.350
H -0.371 -4.114 2.204  0.423
Br -2.165 -0.430 2.191  -0.090
H 1.537 1.937 -0.798  -0.315
Br 1.486 0.287 -0.617  0.042
C -2.497 -4.016 1.704  -0.637
H -2.116 0.100 -0.656  0.093
H -3.388 0.072 -1.871  0.505
Br -3.625 -2.725 -0.307  -0.092
H -0.819 -5.301 1.039  0.442
C 1.914 2.690 1.325  -0.032
C 1.230 2.651 -1.562  0.122
Br -0.523 -3.105 -0.015  -0.175
H 0.049 1.408 1.120  0.570
H 0.193 2.408 -1.795  0.405
H 1.914 3.081 -3.723  0.395
C 3.426 2.704 1.066  -0.468
Br 4.509 3.525 2.459  -0.144
H -0.660 -1.642 0.686  -0.337
Br -1.184 0.628 -3.001  -0.078
H -1.208 -2.191 -1.296  0.425
H 3.820 1.688 1.062  0.387
H 3.700 3.229 0.151  0.282
C -1.041 -4.284 1.361  -0.410
Br 1.225 4.494 -0.672  -0.150
C -0.560 -0.710 1.242  0.009
Br 1.594 1.375 2.749  -0.141
H -3.192 -4.171 0.878  0.408
Br -3.190 -5.209 3.216  -0.199
C 2.169 2.555 -2.803  -0.528
H -0.961 0.980 -0.162  0.252
Br 2.284 0.683 -3.371  -0.212
C -0.180 0.561 0.473  -1.146
H -2.626 -2.981 2.021  0.146
C -2.390 -0.296 -1.635  -0.149
H -2.423 -2.090 -2.628  0.508
H 1.594 3.652 1.726  0.664
H 0.203 -0.969 1.977  0.615
H 1.296 2.408 0.473  -0.886
C -2.194 -1.833 -1.593  -0.852

Forces on atoms 1 to 3 (eV/Å):
H 0.09 -0.50 0.53
H -0.24 0.21 0.10
Br -0.94 0.57 0.69


C3H5NS2 in the gas phase in a non-equilibrium geometry, computed with ωB97M-V/def2-TZVPD.

Computed properties:
- DFT total energy (Ha) = -968.235883
- energy relative to the best compared isomer or geometry (same formula, charge and spin) (kcal per mole) = 15.28
- multiplicity = 3
- ⟨S²⟩ = 2.0089
- E_HOMO (alpha / beta) (eV) = -7.928 / -9.204

Last column: Mulliken charge in e.
Positions of all 11 atoms, in Å:
H 0.645 -2.163 0.479  0.351
C -0.624 -0.416 0.255  -0.852
H -1.201 2.986 -1.114  0.174
C 0.644 -1.228 0.035  -0.415
H -0.618 -0.071 1.231  0.553
H 0.854 -1.434 -0.945  0.334
C -0.726 2.326 -0.314  -0.354
S 1.890 0.928 0.654  0.056
N 1.821 -0.630 0.593  -0.248
H -1.495 -1.210 0.092  0.304
S -1.190 0.912 -0.966  0.096

Forces on atoms 1 to 3 (eV/Å):
H -0.94 -2.03 1.10
C -2.44 -2.91 -2.95
H 0.59 -0.04 0.80